1.
Entry from the OMol25 dataset: 3 unconnected molecules or ions with the total composition C38H32N4O5 (ωB97M-V/def2-TZVPD).

Last column: Löwdin charge in e.
Element x y z (Å)
C: 5.8027 -1.8374 2.7110  -0.07
C: 6.2423 -0.4151 3.0812  -0.21
N: 5.5129 0.6146 2.3159  -0.10
C: 4.2935 1.0280 3.0055  -0.18
C: 3.4808 2.0782 2.2558  -0.12
C: 2.6890 1.6094 1.0168  -0.24
C: 3.4032 0.6318 0.1838  -0.20
N: 3.9324 -0.1210 -0.5021  0.19
C: 1.2699 1.0744 1.3761  -0.34
N: 1.1634 -0.0234 2.3094  0.09
C: 0.5770 0.6692 0.1367  -0.15
N: 0.0461 0.2939 -0.8054  0.22
C: 6.3728 1.7006 1.9735  -0.49
C: 7.2289 1.4427 0.7632  0.02
O: 6.3774 2.7380 2.5844  0.10
H: 5.3257 -1.8116 1.7291  0.07
H: 5.0716 -2.2342 3.4178  0.07
H: 6.6510 -2.5196 2.6614  0.07
H: 7.3074 -0.2995 2.8778  0.11
H: 6.0996 -0.2267 4.1522  0.12
H: 3.6875 0.1245 3.1229  0.11
H: 4.5045 1.4001 4.0176  0.13
H: 4.1172 2.9137 1.9686  0.11
H: 2.7475 2.4924 2.9561  0.13
H: 2.5223 2.4857 0.3819  0.15
H: 0.7195 1.9301 1.7783  0.16
H: 1.6734 -0.8417 1.9995  0.10
H: 1.4309 0.2362 3.2484  0.09
H: 7.9493 0.6507 0.9828  0.08
H: 7.7575 2.3495 0.4798  0.09
H: 6.6057 1.0749 -0.0534  0.08
C: -4.1848 0.4337 -8.9599  -0.06
C: -4.8871 0.5244 -7.7627  -0.06
C: -4.2132 0.4621 -6.5551  0.00
C: -2.8326 0.3034 -6.5379  -0.08
C: -2.1295 0.2023 -7.7389  -0.08
C: -2.8101 0.2727 -8.9487  0.00
C: -0.6503 0.0056 -7.7527  -0.28
O: -0.0408 -0.0716 -8.7985  0.10
C: 0.0458 -0.0958 -6.4397  -0.09
C: 1.4169 -0.3212 -6.4216  -0.01
C: 2.0866 -0.4115 -5.2127  -0.06
C: 1.3925 -0.2697 -4.0160  -0.05
C: 0.0259 -0.0441 -4.0263  -0.01
C: -0.6529 0.0365 -5.2367  -0.08
C: -2.1272 0.2523 -5.2230  -0.28
O: -2.7390 0.3781 -4.1834  0.10
H: -4.7134 0.4873 -9.9028  0.11
H: -5.9626 0.6446 -7.7739  0.11
H: -4.7433 0.5364 -5.6154  0.12
H: -2.2491 0.1976 -9.8701  0.12
H: 1.9436 -0.4249 -7.3605  0.12
H: 3.1537 -0.5928 -5.2000  0.11
H: 1.9174 -0.3377 -3.0711  0.09
H: -0.5121 0.0661 -3.0967  0.07
C: -4.3029 0.0008 7.6962  -0.06
C: -5.5338 -0.6231 7.5239  -0.06
C: -5.8846 -1.1396 6.2883  0.00
C: -5.0077 -1.0303 5.2159  -0.08
C: -3.7761 -0.3959 5.3861  -0.08
C: -3.4266 0.1146 6.6306  -0.01
C: -2.8245 -0.2416 4.2472  -0.28
O: -1.7516 0.3065 4.4006  0.09
C: -3.2420 -0.7751 2.9210  -0.08
C: -2.3901 -0.6176 1.8350  0.00
C: -2.7522 -1.1053 0.5906  -0.05
C: -3.9663 -1.7638 0.4280  -0.05
C: -4.8196 -1.9279 1.5071  0.00
C: -4.4641 -1.4320 2.7559  -0.09
C: -5.4052 -1.6058 3.8969  -0.28
O: -6.4580 -2.1925 3.7651  0.11
H: -4.0293 0.4000 8.6641  0.11
H: -6.2198 -0.7059 8.3568  0.11
H: -6.8359 -1.6315 6.1385  0.12
H: -2.4670 0.5994 6.7472  0.12
H: -1.4403 -0.1210 1.9827  0.08
H: -2.0855 -0.9728 -0.2511  0.08
H: -4.2466 -2.1457 -0.5449  0.11
H: -5.7677 -2.4361 1.3962  0.12

Force components x, y, z for each atom (eV/Å):
C -0.258 0.154 -0.048
C -0.056 -0.382 -0.400
N 0.101 0.570 0.286
C -0.070 -0.171 0.114
C -0.221 0.020 -0.014
C -0.001 -0.011 -0.032
C 0.061 0.117 0.056
N -0.043 -0.073 -0.023
C 0.030 -0.009 -0.079
N 0.028 0.032 -0.067
C 0.038 0.046 0.257
N -0.052 0.008 -0.156
C 0.045 -0.476 -0.016
C 0.106 -0.134 0.071
O -0.182 0.430 -0.042
H 0.120 -0.049 -0.007
H 0.080 -0.042 0.002
H -0.053 -0.018 0.103
H -0.038 0.008 0.021
H 0.115 0.032 -0.032
H 0.109 0.012 0.039
H 0.061 0.070 -0.079
H 0.020 -0.067 0.051
H 0.045 0.011 -0.033
H 0.027 -0.065 -0.038
H 0.000 -0.078 0.078
H 0.033 0.017 0.051
H -0.050 -0.019 -0.016
H 0.017 0.054 -0.053
H 0.016 -0.047 0.038
H -0.009 0.068 0.036
C 0.011 0.000 0.008
C 0.014 -0.003 0.007
C -0.066 0.019 -0.037
C 0.036 0.005 -0.005
C 0.010 -0.017 0.029
C -0.064 0.005 -0.041
C 0.016 0.007 -0.031
O -0.001 -0.005 0.004
C -0.027 0.007 0.007
C 0.063 -0.006 0.036
C -0.010 0.004 -0.001
C 0.007 0.005 0.008
C 0.041 -0.029 -0.011
C 0.000 -0.003 -0.031
C -0.020 0.004 0.030
O 0.002 -0.016 -0.003
H -0.002 -0.003 0.003
H 0.002 0.005 -0.003
H 0.039 0.000 0.021
H 0.036 -0.010 0.024
H -0.038 0.011 -0.021
H 0.000 0.004 0.003
H -0.008 0.002 0.001
H -0.060 0.000 -0.063
C 0.003 -0.004 -0.011
C 0.004 0.000 -0.013
C -0.015 0.004 0.074
C 0.028 0.002 -0.021
C -0.013 -0.004 -0.029
C -0.018 0.012 0.070
C 0.026 0.009 0.000
O -0.007 0.018 -0.002
C -0.016 -0.015 0.028
C 0.045 0.017 -0.077
C -0.002 -0.032 -0.008
C -0.012 0.015 0.044
C 0.017 -0.006 -0.068
C -0.001 0.025 0.024
C -0.026 -0.024 -0.007
O 0.000 0.011 -0.001
H -0.004 0.001 -0.001
H 0.005 -0.003 0.002
H 0.013 -0.010 -0.041
H 0.005 -0.002 -0.043
H -0.006 -0.031 0.047
H -0.020 0.007 -0.008
H 0.001 0.006 -0.001
H -0.009 0.009 0.042

Output
2S+1	1
HOMO level	-9.53	eV
SMILES	CCN(CC[C@@H](C#N)[C@H](N)C#N)C(C)=O.O=C1c2ccccc2C(=O)c2ccccc21.O=C1c2ccccc2C(=O)c2ccccc21
LUMO energy	-0.03308	Ha
E	-56123.674	eV
HOMO-LUMO gap	8.6312	eV

=====

2.
Entry from the OMol25 dataset: 2 unconnected molecules or ions with the total composition C2H4N2O2 at a distorted geometry (ωB97M-V/def2-TZVPD).

Last column: natural (NBO) charge in e.
Element x y z (Å)
C: -0.5277 0.3913 1.4097  0.78
C: 1.4983 -0.1580 -0.3390  0.29
N: -1.5808 -0.2592 -0.7230  -0.61
N: -0.9680 -0.2047 0.4948  -0.36
O: -0.1507 0.7130 2.4527  -0.53
O: 1.1944 -1.2026 -0.7973  -0.51
H: 2.2869 -0.0880 0.4917  0.11
H: 1.1025 0.8260 -0.6101  0.10
H: -1.9857 0.5746 -1.1030  0.36
H: -0.8692 -0.5924 -1.2764  0.37

Force components x, y, z for each atom (eV/Å):
C -1.079 -0.579 -0.201
C 2.140 0.995 1.901
N -1.193 -0.277 1.091
N -1.217 0.090 -0.522
O 1.136 1.215 1.949
O -0.392 -1.121 -1.124
H -0.698 -0.098 -0.737
H -0.313 0.134 -0.530
H 0.052 0.782 0.455
H 1.563 -1.141 -2.283

Output
2S+1	1
HOMO level	-9.41	eV
SMILES	NN=C=O.C=O
LUMO energy	0.01942	Ha
ΔE to the lowest compared entry with this formula, charge and spin	398.42	kJ/mol
E	-9211.094	eV
HOMO-LUMO gap	9.9358	eV

=====

3.
Entry from the OMol25 dataset: 7 unconnected molecules or ions with the total composition C16H34Br10N2O2 at a distorted geometry (ωB97M-V/def2-TZVPD).

Last column: natural (NBO) charge in e.
Element x y z (Å)
C: -7.0368 19.4246 15.2880  0.55
O: -6.7894 20.0057 16.3299  -0.67
N: -8.2309 19.4367 14.6609  -0.42
C: -8.4062 18.8651 13.3596  -0.41
C: -9.3197 20.2446 15.1594  -0.42
H: -6.3079 18.7796 14.7738  0.13
H: -7.5969 18.1974 13.0767  0.21
H: -8.6175 19.5826 12.5607  0.20
H: -9.3115 18.2401 13.3727  0.20
H: -10.2252 19.6356 15.2124  0.19
H: -9.0584 20.6360 16.1372  0.25
H: -9.5148 21.0750 14.4716  0.20
C: -12.7010 22.7036 12.7999  0.54
O: -12.6603 23.6851 12.0954  -0.61
N: -13.2743 21.5185 12.4634  -0.44
C: -13.2180 20.3756 13.3319  -0.40
C: -14.0004 21.3678 11.2264  -0.42
H: -12.2900 22.6891 13.8246  0.10
H: -12.6034 20.6040 14.2024  0.21
H: -12.7074 19.5480 12.8263  0.18
H: -14.2119 20.0780 13.6691  0.20
H: -13.5470 20.5810 10.6128  0.19
H: -15.0319 21.0559 11.4239  0.19
H: -14.0148 22.3000 10.6735  0.25
Br: -3.2249 22.3564 15.9211  -0.03
C: -3.7714 20.9278 17.1239  -0.47
C: -2.8452 19.7412 17.0254  -0.43
Br: -3.3746 18.5529 15.5673  -0.04
H: -4.7939 20.6769 16.8582  0.27
H: -3.7675 21.3483 18.1271  0.22
H: -2.8967 19.1590 17.9409  0.23
H: -1.8330 20.0225 16.7662  0.23
Br: -4.6582 18.8644 20.1794  -0.03
C: -6.4614 19.5468 20.4785  -0.43
C: -6.7079 20.6615 19.5155  -0.47
Br: -8.3981 21.5140 19.8957  -0.01
H: -6.4897 19.8514 21.5194  0.23
H: -7.1521 18.7200 20.3423  0.23
H: -6.7523 20.2918 18.4929  0.27
H: -5.9092 21.3971 19.5587  0.22
Br: -4.7334 15.4285 9.5728  0.01
C: -6.4391 16.3135 9.7582  -0.46
C: -6.6599 17.3499 8.7044  -0.46
Br: -6.9211 16.6029 6.9431  0.00
H: -6.5728 16.7812 10.7305  0.22
H: -7.1742 15.5169 9.6858  0.23
H: -5.8365 18.0573 8.6446  0.23
H: -7.5463 17.9377 8.9503  0.22
Br: -11.0180 15.6627 14.8854  -0.01
C: -10.8439 14.5824 13.2914  -0.46
C: -9.4336 14.0947 13.1095  -0.44
Br: -8.2732 15.5445 12.5282  -0.03
H: -11.1576 15.1887 12.4479  0.23
H: -11.5401 13.7513 13.3779  0.23
H: -9.3739 13.3242 12.3458  0.24
H: -9.0037 13.7363 14.0386  0.24
Br: -11.4834 15.4138 9.5320  0.00
C: -11.3217 17.3011 9.1460  -0.45
C: -10.9839 18.0500 10.4081  -0.46
Br: -10.4211 19.8536 9.9578  0.00
H: -12.2843 17.6154 8.7492  0.23
H: -10.6068 17.4397 8.3400  0.24
H: -10.1898 17.5866 10.9870  0.23
H: -11.8604 18.1429 11.0447  0.22

Force components x, y, z for each atom (eV/Å):
C -0.189 -0.255 -0.078
O 0.009 0.001 0.001
N 0.357 0.443 0.041
C -1.079 -0.726 -0.432
C -0.135 0.088 -0.182
H 0.129 0.121 0.042
H 0.237 0.267 0.132
H 0.442 0.363 0.167
H 0.162 -0.070 0.125
H 0.000 -0.004 0.117
H -0.033 -0.021 0.034
H 0.026 0.016 0.084
C -0.158 -0.169 0.044
O -0.007 0.147 -0.079
N -0.027 0.302 0.019
C 0.423 -0.022 0.116
C -0.168 -0.404 -0.166
H 0.123 -0.039 -0.049
H -0.109 0.112 0.083
H -0.267 -0.107 0.000
H 0.003 -0.153 -0.059
H 0.065 0.134 -0.037
H 0.034 0.087 0.074
H 0.136 0.087 0.052
Br -0.063 0.007 -0.026
C -0.043 0.099 -0.005
C -0.255 0.015 -0.230
Br 0.015 -0.052 0.037
H 0.010 -0.055 -0.003
H 0.188 0.010 -0.004
H 0.106 -0.079 -0.110
H 0.126 0.041 0.275
Br -0.053 -0.117 0.037
C -0.036 -0.281 0.398
C 0.405 -0.041 -0.570
Br -0.114 0.087 0.038
H 0.022 0.132 -0.012
H 0.061 -0.041 -0.085
H -0.130 0.046 0.060
H -0.203 0.216 0.181
Br 0.109 0.111 0.248
C -0.461 -0.346 -0.220
C -0.048 0.660 0.011
Br -0.051 -0.003 -0.065
H 0.555 -0.060 0.122
H -0.062 0.043 -0.014
H 0.113 -0.131 -0.086
H -0.108 -0.168 -0.114
Br -0.077 0.121 0.053
C -0.109 -0.044 -0.246
C 0.090 0.045 0.084
Br -0.052 -0.290 0.037
H -0.018 0.066 0.019
H 0.068 -0.060 0.177
H -0.023 0.033 -0.051
H -0.002 -0.102 -0.006
Br 0.020 -0.194 -0.021
C -0.274 0.296 -0.357
C -0.078 -0.022 0.153
Br -0.002 0.051 0.061
H -0.034 -0.009 0.106
H 0.284 -0.198 0.209
H 0.133 0.002 -0.142
H 0.014 0.010 0.012

Output
2S+1	1
HOMO level	-9.59	eV
SMILES	CN(C)C=O.CN(C)C=O.BrCCBr.BrCCBr.BrCCBr.BrCCBr.BrCCBr
LUMO energy	0.00045	Ha
ΔE to the lowest compared entry with this formula, charge and spin	0.00	kJ/mol
E	-724644.479	eV
HOMO-LUMO gap	9.5995	eV